(1)
Computed, not measured: 7 unconnected molecules or ions with the total composition C51H47NO15P at a distorted geometry, with ωB97M-V/def2-TZVPD.

The electronic energy is -95131.4604 eV. The total charge is -1. The calculation puts the lowest unoccupied orbital energy at -0.43 eV. The value obtained for the HOMO energy is -4.636 eV. The calculation puts the molecular weight at 944.90 g mol⁻¹. The HOMO-LUMO gap comes out at 4.21 eV.

Geometry (Å):
C -0.75 8.05 -0.22
C -1.31 7.03 -0.51
C -1.88 5.74 -0.95
O -3.28 5.68 -0.76
C -3.65 5.26 0.55
C -4.35 3.90 0.50
C -4.11 3.16 1.83
C -5.87 4.09 0.32
C -6.23 5.05 -0.82
C -6.55 2.75 0.01
C -1.67 5.61 -2.52
O -1.11 4.37 -2.80
P 0.08 4.09 -1.52
C 1.30 4.10 -0.05
C 1.28 3.04 0.86
C 2.15 3.06 1.93
C 3.00 4.14 2.09
C 2.95 5.13 1.13
N 2.13 5.14 0.07
O -1.20 4.69 -0.40
H -0.17 8.90 0.00
H -4.38 5.99 0.91
H -2.81 5.26 1.24
H -3.98 3.32 -0.34
H -5.05 2.76 2.21
H -3.45 2.31 1.72
H -3.74 3.83 2.60
H -6.31 4.44 1.25
H -7.32 5.20 -0.79
H -5.78 6.03 -0.72
H -5.99 4.59 -1.77
H -7.63 2.84 0.11
H -6.23 1.96 0.68
H -6.35 2.44 -1.02
H -1.13 6.47 -2.92
H -2.67 5.71 -2.95
H 0.58 5.40 -1.84
H 1.05 3.47 -2.42
H -0.41 2.78 -1.20
H 0.61 2.21 0.76
H 2.18 2.26 2.66
H 3.69 4.23 2.91
H 3.61 5.99 1.25
C 2.86 -1.30 3.40
C 3.14 -2.47 2.84
C 4.52 -2.82 2.42
O 4.76 -3.89 1.91
C 5.58 -1.81 2.65
C 5.30 -0.64 3.20
C 3.92 -0.29 3.62
O 3.67 0.79 4.12
H 1.86 -1.02 3.70
H 2.38 -3.23 2.66
H 6.58 -2.09 2.34
H 6.06 0.12 3.38
C 5.29 -8.19 -2.42
C 5.95 -7.07 -2.66
C 5.92 -5.94 -1.69
O 6.52 -4.91 -1.90
C 5.12 -6.12 -0.45
C 4.46 -7.25 -0.22
C 4.49 -8.37 -1.19
O 3.88 -9.41 -0.98
H 5.30 -9.03 -3.12
H 6.54 -6.91 -3.55
H 5.11 -5.29 0.24
H 3.87 -7.40 0.68
C 0.62 -7.56 -1.14
C -0.50 -8.02 -1.70
C -1.84 -7.64 -1.17
O -2.85 -8.06 -1.68
C -1.87 -6.74 0.01
C -0.76 -6.28 0.56
C 0.58 -6.65 0.03
O 1.59 -6.23 0.54
H 1.60 -7.82 -1.52
H -0.49 -8.68 -2.56
H -2.86 -6.47 0.38
H -0.76 -5.62 1.42
C -4.50 3.81 7.71
C -4.13 2.93 6.78
C -4.77 2.91 5.44
O -4.44 2.11 4.60
C -5.84 3.91 5.18
C -6.21 4.79 6.10
C -5.57 4.81 7.44
O -5.91 5.61 8.29
H -4.05 3.85 8.69
H -3.35 2.20 6.96
H -6.29 3.87 4.19
H -6.98 5.52 5.93
C -1.30 -3.47 -3.71
C -1.64 -3.90 -2.50
C -2.94 -3.53 -1.88
O -3.25 -3.93 -0.78
C -3.84 -2.66 -2.67
C -3.51 -2.23 -3.88
C -2.21 -2.60 -4.50
O -1.90 -2.21 -5.60
H -0.35 -3.72 -4.18
H -0.99 -4.53 -1.91
H -4.78 -2.41 -2.20
H -4.15 -1.59 -4.47
C 5.97 -0.02 -5.28
C 7.07 0.32 -4.62
C 7.70 -0.60 -3.64
O 8.71 -0.29 -3.04
C 7.05 -1.92 -3.43
C 5.95 -2.26 -4.09
C 5.32 -1.34 -5.07
O 4.32 -1.66 -5.67
H 5.49 0.63 -6.00
H 7.56 1.27 -4.76
H 7.52 -2.58 -2.71
H 5.46 -3.22 -3.94


(2)
Computed, not measured: a molecular structure, C9H11CuN2O2STe, with ωB97M-V/def2-TZVPD.

The electronic energy is -79355.4002 eV. The total charge is -1. The expectation value of S² is 0.754. The calculation puts the lowest unoccupied orbital energy (alpha / beta) at 2.70 / 1.42 eV. The value obtained for the HOMO energy (alpha / beta) is -3.078 / -3.076 eV. The spin multiplicity is 2. The calculation puts the molecular weight at 402.41 g mol⁻¹. The HOMO-LUMO gap (alpha / beta) comes out at 5.77 / 4.49 eV.

Geometry (Å):
Cu -0.16 0.23 1.54
N 2.00 3.49 -0.42
C 1.05 2.83 0.30
O 1.30 1.85 0.97
C -1.47 2.70 0.82
C -1.63 1.20 0.66
H 2.93 3.18 -0.18
H 1.88 4.48 -0.61
H -2.29 3.28 0.34
H -1.45 3.03 1.86
H -1.72 0.96 -0.41
H -2.59 0.96 1.12
Te 1.11 -1.48 2.93
C 0.51 -0.79 4.83
C 0.99 -1.41 5.99
C 0.61 -0.98 7.25
C -0.28 0.07 7.40
C -0.77 0.70 6.26
C -0.38 0.27 5.00
H 1.69 -2.23 5.89
H 1.01 -1.48 8.13
H -0.58 0.41 8.38
H -1.47 1.52 6.35
H -0.78 0.76 4.12
O 0.38 5.74 -0.64
S -0.68 4.69 -0.72
N -0.26 3.34 0.17


(3)
Computed, not measured: a single FHIN molecule at a distorted geometry, with ωB97M-V/def2-TZVPD.

The electronic energy is -12320.9696 eV. Its SMILES is FNI. The calculation puts the lowest unoccupied orbital energy at -0.23 eV. The value obtained for the HOMO energy is -9.436 eV. The calculation puts the molecular weight at 160.92 g mol⁻¹. The HOMO-LUMO gap comes out at 9.20 eV.

Geometry (Å):
F -0.35 1.23 -0.23
N -0.16 0.05 0.44
I 1.57 -0.68 -0.14
H -1.06 -0.60 -0.07


(4)
Computed, not measured: 2 unconnected molecules or ions with the total composition C4H8N2 at a distorted geometry, with ωB97M-V/def2-TZVPD.

The electronic energy is -7254.7695 eV. Its SMILES is [H]/N=C/C=C.C=N. The calculation puts the lowest unoccupied orbital energy at 0.55 eV. The value obtained for the HOMO energy is -9.110 eV. The calculation puts the molecular weight at 84.12 g mol⁻¹. The HOMO-LUMO gap comes out at 9.66 eV.

Geometry (Å):
H 0.16 -2.14 0.92
N -0.08 -1.16 1.06
C -0.67 -0.61 0.05
C -1.28 0.70 0.29
C -2.21 1.24 -0.49
H -1.18 -1.21 -0.71
H -0.91 1.23 1.15
H -2.70 0.66 -1.26
H -2.55 2.25 -0.36
C 2.25 -0.06 -0.53
N 2.37 -0.88 0.41
H 2.69 0.94 -0.61
H 1.34 -0.38 -1.22
H 2.78 -0.58 1.29


(5)
Computed, not measured: a single C16H24ClN3O3S molecule at a distorted geometry, with ωB97M-V/def2-TZVPD.

The electronic energy is -50952.1051 eV. Its SMILES is CCN1CCC[C@H]1CNC(=O)c1cc(S(=O)(=O)N(C)C)ccc1Cl. The calculation puts the lowest unoccupied orbital energy at 0.38 eV. The value obtained for the HOMO energy is -8.597 eV. The calculation puts the molecular weight at 373.91 g mol⁻¹. The HOMO-LUMO gap comes out at 8.97 eV.

Geometry (Å):
C -3.40 0.85 -3.23
C -2.33 0.82 -2.13
N -2.62 0.02 -0.96
C -2.74 -1.41 -1.15
C -3.19 -1.89 0.23
C -4.16 -0.79 0.66
C -3.71 0.47 -0.10
C -3.19 1.58 0.85
N -1.89 1.23 1.35
C -0.78 1.91 1.00
O -0.78 3.05 0.57
C 0.47 1.10 1.15
C 0.57 -0.05 0.37
C 1.72 -0.81 0.40
S 1.84 -2.20 -0.73
O 2.77 -3.15 -0.21
O 0.51 -2.63 -1.06
N 2.50 -1.55 -2.12
C 1.64 -0.64 -2.83
C 3.88 -1.14 -1.99
C 2.79 -0.45 1.19
C 2.71 0.69 1.97
C 1.56 1.47 1.93
Cl 1.46 2.89 2.90
H -3.07 1.48 -4.04
H -3.58 -0.15 -3.62
H -4.34 1.24 -2.85
H -1.40 0.42 -2.56
H -2.13 1.84 -1.79
H -1.79 -1.84 -1.45
H -3.50 -1.68 -1.90
H -3.66 -2.87 0.19
H -2.33 -1.95 0.89
H -4.15 -0.64 1.74
H -5.18 -1.05 0.37
H -4.55 0.89 -0.66
H -3.90 1.73 1.67
H -3.08 2.53 0.31
H -1.78 0.26 1.60
H -0.26 -0.36 -0.25
H 1.99 -0.54 -3.86
H 1.62 0.36 -2.36
H 0.64 -1.07 -2.82
H 4.39 -1.89 -1.39
H 4.33 -1.09 -2.98
H 3.98 -0.16 -1.51
H 3.67 -1.07 1.20
H 3.53 0.99 2.60


(6)
Computed, not measured: 3 unconnected molecules or ions with the total composition C5H13O3 at a distorted geometry, with ωB97M-V/def2-TZVPD.

The electronic energy is -11535.6172 eV. The total charge is -1. The calculation puts the lowest unoccupied orbital energy at 3.55 eV. The value obtained for the HOMO energy is -3.926 eV. The calculation puts the molecular weight at 121.16 g mol⁻¹. The HOMO-LUMO gap comes out at 7.47 eV.

Geometry (Å):
C -1.54 -0.64 1.28
O -2.86 -0.10 1.65
C -0.33 0.34 1.12
C 0.83 -0.63 0.72
C 0.39 -1.72 -0.20
C 0.19 -1.53 -1.53
H -1.56 -1.23 0.45
H -1.29 -1.21 2.26
H -0.62 1.19 0.35
H -0.08 0.91 2.10
H 1.34 -1.14 1.59
H 1.62 0.01 0.20
H 0.62 -2.78 0.37
H 0.18 -0.66 -2.05
H -0.09 -2.37 -2.20
H 1.48 1.48 -1.47
H 1.88 2.23 0.45
O 2.10 1.56 -0.21
H 1.12 1.34 -3.13
H -3.14 0.63 1.10
O 0.93 1.87 -2.47


> Which of these has the lowest molecular weight?

C4H8N2


> The lowest electronic energy belongs to which entry?

C51H47NO15P